Record 1
C29H32CrN5S2Si as an isolated structure, computed with wB97M-V/def2-TZVPD.

Each line ends with the Mulliken charge.
Positions of all 70 atoms, in Å:
Cr  0.53  0.42  -0.45  -0.59
C  3.73  0.94  -4.76  -0.75
S  4.47  0.60  -3.16  -0.07
C  3.10  0.49  -2.06  0.40
S  1.47  0.69  -2.61  -0.55
N  3.52  0.24  -0.85  -1.86
N  2.49  0.19  0.05  2.01
C  2.73  -0.13  1.26  -1.03
C  1.62  0.02  2.20  0.99
C  1.76  -0.16  3.56  -1.04
C  0.68  0.13  4.38  -0.55
C  -0.49  0.61  3.81  -1.01
C  -0.55  0.74  2.44  -0.06
N  0.47  0.43  1.64  0.86
H  4.46  0.62  -5.50  0.37
H  3.52  2.00  -4.88  0.27
H  2.82  0.37  -4.90  0.25
H  3.73  -0.41  1.58  0.37
H  2.70  -0.52  3.97  0.52
H  0.75  -0.01  5.45  0.41
H  -1.35  0.86  4.42  0.50
H  -1.45  1.10  1.94  0.13
N  -1.46  0.69  -1.27  0.21
C  -2.46  1.38  -0.51  0.52
C  -3.67  0.77  -0.23  -0.55
C  -4.61  1.41  0.56  -0.77
C  -4.33  2.67  1.06  -0.89
C  -3.12  3.28  0.78  -1.05
C  -2.15  2.65  -0.01  0.61
C  -0.81  3.26  -0.22  0.84
C  -0.74  4.65  -0.34  -0.61
C  0.47  5.31  -0.35  -0.79
C  1.64  4.56  -0.21  -1.19
C  1.56  3.18  -0.13  -0.48
C  0.35  2.47  -0.17  0.39
H  -1.75  -0.26  -1.47  0.11
H  -1.27  1.16  -2.15  0.42
H  -3.88  -0.21  -0.65  0.50
H  -5.56  0.93  0.77  0.42
H  -5.06  3.19  1.68  0.42
H  -2.89  4.24  1.21  0.53
H  -1.66  5.23  -0.43  0.52
H  0.52  6.38  -0.46  0.39
H  2.60  5.05  -0.19  0.43
H  2.50  2.64  -0.05  0.28
C  2.01  -2.97  -2.11  -0.95
Si  0.22  -2.60  -1.70  0.22
C  -0.59  -4.26  -1.30  -1.28
C  -0.69  -1.97  -3.23  -1.19
N  0.00  -1.50  -0.35  0.90
C  -0.33  -2.14  0.87  0.11
C  -1.58  -1.94  1.47  -0.39
C  -1.92  -2.58  2.65  -0.75
C  -1.02  -3.45  3.27  -0.65
C  0.22  -3.65  2.69  -0.86
C  0.56  -3.00  1.51  0.19
H  2.05  -3.62  -2.99  0.43
H  2.48  -3.51  -1.28  0.24
H  2.60  -2.09  -2.32  0.20
H  -1.00  -4.68  -2.22  0.42
H  -1.41  -4.16  -0.59  0.35
H  0.12  -4.98  -0.90  0.29
H  -0.30  -2.47  -4.12  0.40
H  -0.60  -0.90  -3.40  0.36
H  -1.75  -2.23  -3.15  0.31
H  -2.28  -1.27  1.00  0.33
H  -2.90  -2.41  3.09  0.44
H  -1.29  -3.96  4.18  0.39
H  0.93  -4.33  3.15  0.39
H  1.54  -3.17  1.06  0.28

Output
energy above the lowest of the compared OMol25 structures with the same formula, charge and spin: 0.00 kJ/mol
<S²>: 0.762
orbital gap (spin up / spin down): 6.88 / 6.97 eV
HOMO level (spin up / spin down): -7.7 / -7.7 eV
energy: -3528.45364 Eh
spin multiplicity: 2



Record 2
C29H32F4N6O2Rb as an isolated structure, computed with wB97M-V/def2-TZVPD.

Each line ends with the Mulliken charge.
Positions of all 74 atoms, in Å:
Rb  -0.45  -0.15  0.32  0.68
C  2.28  -3.46  1.44  -0.98
C  3.28  -2.31  1.46  -0.90
N  2.66  -0.99  1.30  0.93
C  3.41  -0.13  0.39  -0.99
C  3.16  -0.48  -1.06  -0.36
C  2.42  -0.33  2.58  -1.19
C  1.45  -1.04  3.51  -1.13
N  0.20  -1.29  2.83  0.25
C  -0.92  -1.45  3.51  0.30
C  -2.15  -1.62  2.78  -0.15
F  -2.08  -1.75  1.42  -0.35
C  -3.39  -1.65  3.36  0.15
F  -4.47  -1.77  2.56  -0.34
C  -3.57  -1.59  4.74  -0.79
C  -2.41  -1.52  5.48  0.31
F  -2.50  -1.49  6.83  -0.35
C  -1.15  -1.47  4.92  0.25
F  -0.09  -1.47  5.78  -0.36
H  2.82  -4.42  1.49  0.39
H  1.69  -3.43  0.53  0.01
H  1.59  -3.40  2.27  0.22
H  4.00  -2.45  0.65  0.52
H  3.86  -2.33  2.40  0.32
H  4.49  -0.17  0.61  0.30
H  3.09  0.90  0.56  0.51
H  3.45  -1.51  -1.29  0.20
H  3.72  0.18  -1.72  0.48
H  2.09  -0.38  -1.29  -0.20
H  1.99  0.66  2.36  0.42
H  3.37  -0.17  3.12  0.27
H  1.35  -0.38  4.38  0.56
H  1.92  -1.97  3.90  0.37
H  -4.55  -1.59  5.19  0.47
O  -0.07  2.41  0.46  -0.47
C  -0.94  3.27  0.82  -0.06
C  -0.77  4.04  2.02  -0.79
C  -1.66  5.01  2.41  -0.34
C  -2.81  5.28  1.66  -0.82
C  -3.03  4.53  0.53  -0.71
C  -2.15  3.54  0.09  0.56
C  -2.49  2.76  -1.10  0.08
N  -2.21  1.50  -1.38  0.43
C  -2.84  1.22  -2.57  -0.37
C  -3.49  2.31  -3.04  -0.90
N  -3.25  3.29  -2.11  -0.01
H  0.12  3.83  2.61  0.38
H  -1.47  5.56  3.33  0.37
H  -3.52  6.03  1.98  0.35
H  -3.96  4.69  -0.03  0.31
H  -2.78  0.23  -3.01  0.44
H  -4.08  2.48  -3.93  0.43
H  -3.58  4.24  -2.14  0.23
C  2.42  -3.89  -2.49  -1.35
C  1.12  -3.12  -2.52  0.81
O  0.47  -2.90  -1.52  -0.53
N  0.74  -2.69  -3.76  -0.14
C  -0.40  -1.80  -3.96  -0.99
C  -0.03  -0.33  -3.91  0.46
C  -0.21  0.49  -5.02  -0.65
C  0.08  1.84  -4.90  -0.53
C  0.51  2.32  -3.68  -0.85
C  0.66  1.42  -2.63  -0.03
N  0.41  0.12  -2.74  0.42
H  2.69  -4.07  -1.46  0.17
H  3.21  -3.33  -2.99  0.39
H  2.30  -4.85  -3.00  0.45
H  1.44  -2.69  -4.48  0.26
H  -1.10  -2.02  -3.15  0.17
H  -0.88  -2.04  -4.90  0.45
H  -0.59  0.08  -5.95  0.40
H  -0.06  2.51  -5.74  0.37
H  0.71  3.38  -3.52  0.47
H  0.96  1.77  -1.64  0.31

Output
energy above the lowest of the compared OMol25 structures with the same formula, charge and spin: 43.78 kJ/mol
orbital gap: 5.30 eV
total charge: -1
HOMO level: -3.4 eV
energy: -2026.93618 Eh



Record 3
C29H32IrN6 as an isolated structure, computed with wB97M-V/def2-TZVPD.

Each line ends with the Mulliken charge.
Positions of all 68 atoms, in Å:
Ir  0.31  -0.08  -0.05  1.12
C  0.53  -3.07  0.36  -0.84
C  1.34  -2.52  1.54  -1.34
C  0.50  -1.67  2.45  1.15
C  0.32  -2.02  3.78  -0.86
C  -0.51  -1.25  4.59  -0.58
C  -1.15  -0.16  4.04  -1.23
C  -0.93  0.14  2.71  0.76
N  -0.11  -0.58  1.93  -0.04
N  0.37  -2.09  -0.75  -0.26
C  1.57  -2.08  -1.64  -1.37
C  1.52  -0.87  -2.53  0.74
C  2.08  -0.84  -3.79  -0.92
C  1.99  0.33  -4.53  -0.41
C  1.33  1.43  -4.00  -0.96
C  0.79  1.32  -2.73  0.07
N  0.89  0.20  -2.01  -0.22
C  -0.82  -2.45  -1.57  -1.23
C  -2.00  -1.65  -1.11  0.86
C  -3.31  -2.03  -1.33  -1.06
C  -4.33  -1.17  -0.94  -0.35
C  -4.00  0.03  -0.34  -1.01
C  -2.67  0.34  -0.13  0.15
N  -1.69  -0.49  -0.51  0.07
H  -0.48  -3.33  0.70  0.59
H  0.98  -3.98  -0.04  0.46
H  2.20  -1.96  1.18  -0.03
H  1.73  -3.37  2.10  0.65
H  0.83  -2.89  4.17  0.53
H  -0.65  -1.52  5.63  0.44
H  -1.83  0.46  4.61  0.54
H  -1.45  0.99  2.27  -0.05
H  1.61  -3.00  -2.23  0.59
H  2.47  -2.05  -1.01  0.55
H  2.57  -1.71  -4.19  0.55
H  2.43  0.39  -5.52  0.47
H  1.23  2.35  -4.55  0.49
H  0.26  2.14  -2.26  0.47
H  -1.01  -3.52  -1.54  0.55
H  -0.62  -2.19  -2.61  0.45
H  -3.53  -2.97  -1.81  0.53
H  -5.37  -1.44  -1.11  0.47
H  -4.76  0.73  -0.02  0.50
H  -2.37  1.26  0.35  0.41
C  0.61  3.90  0.78  -0.51
C  2.00  3.45  1.12  0.68
C  2.93  4.33  1.60  -1.00
C  4.25  3.92  1.85  -0.89
C  4.63  2.60  1.60  -0.77
C  3.74  1.66  1.14  1.21
C  4.14  0.24  0.90  -0.93
C  2.38  2.07  0.90  0.02
N  1.49  1.18  0.51  0.25
H  0.49  4.97  0.95  0.65
H  -0.04  2.23  1.79  -0.22
H  0.43  3.71  -0.28  0.02
H  2.66  5.36  1.78  0.45
H  4.97  4.63  2.23  0.42
H  5.66  2.30  1.78  0.46
H  5.22  0.13  0.97  0.51
H  3.82  -0.10  -0.09  0.04
H  3.69  -0.42  1.65  0.17
C  -2.11  4.76  1.49  -1.45
C  -1.62  3.41  1.89  0.08
N  -0.40  3.15  1.56  0.34
H  -3.18  4.85  1.64  0.38
H  -1.88  5.01  0.44  0.32
H  -1.63  5.52  2.11  0.39

Output
energy above the lowest of the compared OMol25 structures with the same formula, charge and spin: 105.00 kJ/mol
<S²>: 0.801
orbital gap (spin up / spin down): 7.04 / 6.07 eV
total charge: +2
HOMO level (spin up / spin down): -12.6 / -12.7 eV
energy: -1556.61927 Eh
spin multiplicity: 2



Record 4
C29H32N5O7OsS4 as an isolated structure at a distorted geometry, computed with wB97M-V/def2-TZVPD.

Each line ends with the Mulliken charge.
Positions of all 78 atoms, in Å:
Os  -0.98  0.51  0.50  1.91
N  -2.25  0.12  2.20  -0.54
C  -3.54  -0.39  1.71  -0.13
C  -3.91  0.36  0.42  0.50
O  -5.06  0.60  0.13  -0.58
N  -2.81  0.72  -0.32  -0.08
C  -3.01  1.84  -1.13  -1.06
C  -2.51  3.21  -0.23  0.83
O  -2.70  4.24  -0.80  -0.61
O  -2.04  2.86  0.85  -0.44
H  -1.90  -0.45  2.96  0.25
H  -2.39  1.07  2.56  0.35
H  -4.35  -0.25  2.42  0.53
H  -3.45  -1.46  1.48  0.00
H  -4.05  2.02  -1.37  0.57
H  -2.36  1.87  -2.01  0.23
O  -1.08  -2.08  0.89  -0.74
S  -1.21  -3.26  1.80  -0.03
C  0.39  -3.40  2.76  -0.66
C  1.57  -4.10  2.10  -1.20
C  2.15  -3.29  0.94  0.82
C  2.97  -2.08  1.38  -1.21
S  2.39  -0.47  0.66  0.14
O  1.00  -0.36  1.21  -0.25
C  2.22  -1.14  -1.03  0.51
C  3.38  -1.34  -1.77  -0.96
C  3.28  -1.88  -3.05  -0.79
C  2.04  -2.21  -3.57  -0.81
C  0.89  -1.99  -2.83  -1.14
C  0.98  -1.45  -1.56  0.43
C  -1.08  -4.69  0.67  0.74
C  -1.11  -4.44  -0.69  -0.17
C  -1.14  -5.49  -1.58  -0.80
C  -1.17  -6.79  -1.10  -0.56
C  -1.14  -7.04  0.26  -0.56
C  -1.10  -5.98  1.16  -0.55
H  0.10  -3.92  3.67  0.61
H  0.63  -2.36  3.00  0.30
H  1.26  -5.08  1.73  0.38
H  2.34  -4.26  2.85  0.48
H  1.32  -2.96  0.32  -0.73
H  2.77  -3.94  0.32  0.59
H  4.02  -2.17  1.10  0.48
H  2.91  -1.92  2.46  0.67
H  4.34  -1.10  -1.35  0.53
H  4.17  -2.03  -3.64  0.45
H  1.97  -2.64  -4.56  0.45
H  -0.08  -2.23  -3.24  0.63
H  0.08  -1.29  -0.97  0.90
H  -1.12  -3.41  -1.03  0.24
H  -1.17  -5.30  -2.64  0.44
H  -1.23  -7.62  -1.80  0.41
H  -1.16  -8.05  0.63  0.42
H  -1.11  -6.17  2.22  0.46
N  -0.85  8.34  -0.62  -0.49
C  -0.26  7.26  -0.05  1.16
C  1.07  6.94  -0.34  -0.79
C  1.66  5.82  0.22  -0.40
C  0.93  5.03  1.09  -0.34
C  -0.38  5.35  1.42  -0.30
C  -0.97  6.46  0.86  -0.92
S  1.66  3.52  1.67  1.22
O  1.45  3.32  3.07  -0.77
O  2.99  3.38  1.14  -0.66
N  0.73  2.38  0.88  -0.55
C  0.88  2.22  -0.40  0.56
S  1.99  3.05  -1.46  -0.07
C  1.26  2.21  -2.79  -0.74
C  0.28  1.37  -2.38  -1.23
N  0.08  1.35  -1.04  0.40
H  -0.36  8.88  -1.31  0.18
H  -1.82  8.52  -0.46  0.19
H  1.63  7.57  -1.02  0.33
H  2.68  5.55  0.00  0.61
H  -0.92  4.71  2.11  0.55
H  -1.99  6.71  1.10  0.29
H  1.60  2.38  -3.79  0.52
H  -0.31  0.73  -3.02  0.60

Output
energy above the lowest of the compared OMol25 structures with the same formula, charge and spin: 480.31 kJ/mol
orbital gap (spin up / spin down): 4.46 / 4.27 eV
total charge: +1
HOMO level (spin up / spin down): -9.8 / -9.8 eV
energy: -3607.81384 Eh



Record 5
A 6-piece molecular cluster, C29H32N8OP overall at a distorted geometry, computed with wB97M-V/def2-TZVPD.

Each line ends with the Mulliken charge.
Positions of all 71 atoms, in Å:
N  1.80  3.14  -1.45  -0.69
P  0.82  2.22  -2.58  0.43
O  0.49  3.32  -3.79  -0.51
C  2.01  0.90  -3.19  -0.10
C  2.00  -0.43  -2.69  -0.19
C  2.99  -1.32  -3.20  -0.19
N  3.94  -1.10  -4.10  -0.81
N  3.87  0.14  -4.52  0.50
C  3.05  1.09  -4.15  -0.02
H  2.09  4.02  -1.91  0.29
H  2.68  2.65  -1.29  0.29
H  0.79  3.01  -4.66  0.31
H  1.27  -0.79  -1.93  0.30
H  3.00  -2.34  -2.79  0.45
H  4.59  0.39  -5.20  0.35
H  3.15  2.09  -4.61  0.40
N  -1.18  2.89  0.94  -0.35
C  -2.20  3.00  1.79  -0.30
C  -2.27  3.95  2.79  -0.24
C  -1.20  4.83  2.93  -0.35
C  -0.13  4.73  2.07  -0.57
C  -0.17  3.74  1.09  0.03
H  -3.01  2.29  1.64  0.34
H  -3.12  4.00  3.45  0.39
H  -1.21  5.58  3.71  0.38
H  0.72  5.39  2.14  0.38
H  0.65  3.62  0.38  0.41
N  0.82  -2.09  0.09  -0.50
C  0.23  -3.20  -0.37  -0.07
C  -0.93  -3.73  0.16  -0.39
C  -1.52  -3.08  1.23  -0.20
C  -0.93  -1.93  1.73  -0.29
C  0.24  -1.48  1.12  -0.36
H  0.73  -3.68  -1.21  0.30
H  -1.37  -4.63  -0.25  0.35
H  -2.43  -3.46  1.67  0.52
H  -1.36  -1.39  2.56  0.27
H  0.73  -0.58  1.47  0.38
N  -3.09  -6.17  0.75  -0.23
C  -3.69  -6.86  -0.22  0.00
C  -4.61  -7.86  0.00  -0.68
C  -4.94  -8.18  1.31  -0.10
C  -4.34  -7.47  2.34  -0.70
C  -3.42  -6.48  2.01  -0.10
H  -3.40  -6.58  -1.23  0.34
H  -5.06  -8.39  -0.83  0.35
H  -5.66  -8.96  1.52  0.38
H  -4.57  -7.69  3.37  0.35
H  -2.93  -5.90  2.78  0.39
N  -3.60  -0.96  4.07  -0.44
C  -3.17  -1.59  5.17  -0.08
C  -3.05  -0.97  6.41  -0.51
C  -3.39  0.37  6.51  -0.24
C  -3.84  1.04  5.38  -0.35
C  -3.93  0.33  4.19  -0.29
H  -2.92  -2.63  5.04  0.36
H  -2.70  -1.52  7.27  0.37
H  -3.31  0.89  7.46  0.38
H  -4.11  2.08  5.42  0.33
H  -4.27  0.80  3.28  0.48
N  5.51  3.43  -5.66  -0.52
C  5.01  4.66  -5.83  -0.21
C  5.28  5.73  -4.98  -0.40
C  6.11  5.51  -3.89  -0.20
C  6.64  4.24  -3.69  -0.51
C  6.31  3.25  -4.60  -0.12
H  4.37  4.79  -6.69  0.40
H  4.85  6.70  -5.17  0.39
H  6.34  6.32  -3.21  0.41
H  7.29  4.04  -2.86  0.39
H  6.70  2.24  -4.49  0.38

Output
orbital gap: 6.53 eV
total charge: +1
HOMO level: -11.2 eV
energy: -1978.62409 Eh



Record 6
C29H33AsN2O8RuSSi2 as an isolated structure at a distorted geometry, computed with wB97M-V/def2-TZVPD.

Each line ends with the Mulliken charge.
Positions of all 77 atoms, in Å:
Ru  -0.53  0.00  0.43  0.36
O  5.24  -1.17  0.43  -0.80
C  4.22  -0.55  0.13  0.40
O  3.12  -1.05  -0.31  -0.53
C  4.19  0.96  0.26  -0.21
C  5.29  1.65  0.75  -0.53
C  5.25  3.04  0.87  -0.58
C  4.10  3.72  0.48  -0.52
C  3.01  3.04  -0.02  -0.35
C  3.04  1.64  -0.12  0.94
S  1.67  0.75  -0.76  -0.24
H  6.15  1.07  1.04  0.45
H  6.10  3.58  1.27  0.35
H  4.06  4.80  0.57  0.39
H  2.12  3.57  -0.33  0.19
O  -1.29  -2.89  1.40  -0.67
C  -0.34  -2.91  0.62  0.42
O  0.12  -1.92  -0.07  -0.54
C  0.43  -4.19  0.40  0.12
C  -0.16  -5.39  0.76  -0.47
C  0.51  -6.61  0.57  -0.93
C  1.76  -6.54  0.01  0.90
O  2.61  -7.59  -0.27  -0.52
C  3.79  -6.98  -0.82  -0.23
O  3.60  -5.58  -0.87  -0.49
C  2.34  -5.34  -0.33  1.09
C  1.72  -4.14  -0.16  -1.19
H  -1.15  -5.37  1.19  0.46
H  0.07  -7.56  0.85  0.40
H  3.96  -7.36  -1.83  0.23
H  4.65  -7.22  -0.18  0.23
H  2.17  -3.19  -0.41  0.54
C  0.08  -0.30  2.55  -2.75
C  0.86  0.78  3.15  0.86
C  0.24  1.85  3.84  -0.06
C  0.97  2.88  4.39  -0.88
C  2.36  2.91  4.27  0.62
C  3.00  1.86  3.60  -0.77
C  2.26  0.82  3.06  -0.09
C  3.13  3.97  4.87  -0.02
N  3.74  4.82  5.36  -0.66
H  -0.89  -0.45  3.00  0.51
H  0.64  -1.23  2.44  0.89
H  -0.84  1.85  3.93  0.34
H  0.47  3.69  4.91  0.42
H  4.08  1.88  3.49  0.53
H  2.77  0.01  2.54  0.34
C  -3.90  3.67  2.66  -1.23
Si  -3.67  2.20  1.49  0.63
C  -4.01  0.65  2.48  -1.12
C  -4.95  2.36  0.15  -1.09
As  -1.46  2.14  0.82  0.73
Si  -1.00  4.15  -0.25  0.76
C  0.10  5.15  0.88  -0.95
C  -2.51  5.20  -0.59  -1.14
C  -0.16  3.86  -1.89  -1.06
H  -4.96  3.97  2.70  0.32
H  -3.32  4.54  2.35  0.24
H  -3.57  3.40  3.67  0.35
H  -5.08  0.42  2.47  0.37
H  -3.69  0.77  3.52  0.33
H  -3.48  -0.19  2.04  0.18
H  -5.95  2.37  0.60  0.35
H  -4.87  1.52  -0.54  0.25
H  -4.82  3.29  -0.42  0.28
H  -0.50  5.60  1.68  0.32
H  0.63  5.95  0.35  0.33
H  0.84  4.51  1.37  0.12
H  -3.10  5.38  0.32  0.26
H  -3.17  4.73  -1.32  0.24
H  -2.18  6.16  -0.99  0.33
H  0.42  2.93  -1.87  0.22
H  0.53  4.68  -2.13  0.33
H  -0.90  3.77  -2.69  0.35
O  -3.21  -0.42  -0.52  -0.61
N  -2.02  -0.31  -0.83  0.59
O  -1.67  -0.46  -2.00  -0.62

Output
energy above the lowest of the compared OMol25 structures with the same formula, charge and spin: 53.16 kJ/mol
<S²>: 6.031
orbital gap (spin up / spin down): 6.04 / 6.65 eV
total charge: -2
HOMO level (spin up / spin down): -1.8 / -2.7 eV
energy: -5144.19484 Eh
spin multiplicity: 5



- Number 5 is which compound?
  C29H32N8OP